Molecular formula: C3H7N5
Method: DFT, the ωB97M-V functional and the def2-TZVPD basis

## Properties
Molecular weight, g/mol: 113.12
HOMO-LUMO gap, eV: 9.16
SMILES string: CC1(C)N=NN=NN1
HOMO energy, eV: -9.21
ΔE to the lowest compared entry with this formula, charge and spin, kcal/mol: 111.3

XYZ file:
```
15
Properties=species:S:1:pos:R:3:forces:R:3
C 0.3928 -0.1525 -1.3896 -3.15 0.88 1.51
C 0.1759 -0.2066 0.1566 0.07 4.44 -3.47
C 1.3748 -0.3251 0.9987 -0.31 -2.16 0.43
N -0.7871 -1.0918 0.5233 -0.27 -2.62 1.38
N -1.9458 -0.9874 0.1237 -0.06 -2.85 0.59
N -2.4576 0.1150 -0.3300 -1.64 1.55 -1.39
N -1.8880 1.1692 0.0723 0.28 2.42 0.16
N -0.6159 1.2156 0.3120 1.61 -0.53 2.52
H -0.5795 0.0930 -1.8758 0.57 -0.11 0.39
H 0.6248 -1.0702 -1.7476 1.04 -3.04 -1.01
H 1.0660 0.5511 -1.7425 1.55 1.45 -0.12
H 0.9896 -0.7775 1.8881 0.13 -0.34 0.89
H 1.8570 0.5306 1.2775 1.01 2.68 0.39
H 2.1546 -0.9861 0.6341 -0.19 -0.22 -0.51
H -0.3615 1.9226 1.0990 -0.66 -1.55 -1.76
```
Positions in Å, forces in eV/Å.